Entry 1:
The following is a DFT calculation (the ωB97M-V functional and the def2-TZVPD basis) of a gas-phase ion, C5H15N2 (charge +1).

Computed properties:
Energy relative to the best compared isomer or geometry (same formula, charge and spin) = 36.0 kcal per mole
Calculated total energy = -308.7354 Ha
SMILES = CNCCCC[NH3+]
E_HOMO = -11.42 eV
Net charge = +1
HOMO-LUMO gap = 7.7 eV

Geometry as XYZ:
```
22
C5H15N2 the ωB97M-V functional and the def2-TZVPD basis
C 1.8473 -0.9464 -0.4667
C 1.1881 0.3815 -0.2434
C -0.1118 0.5498 -1.0509
C -1.3092 -0.2199 -0.4837
N -1.7137 0.4772 0.7505
C -3.0046 1.2323 0.6774
N 2.7332 -1.3398 0.7110
H 2.4365 -1.0402 -1.3735
H 1.0760 -1.7208 -0.5181
H 1.0136 0.6973 0.7855
H 1.8198 1.1756 -0.6696
H 0.1337 0.4776 -2.1196
H -0.3350 1.6158 -1.0651
H -1.1219 -1.2719 -0.2985
H -2.1197 -0.1437 -1.2045
H -1.5419 0.0336 1.6315
H -3.3650 1.1127 -0.3325
H -2.7731 2.2825 0.8760
H -3.6691 0.9581 1.4939
H 3.2827 -2.1380 0.4212
H 2.1869 -1.6222 1.5213
H 3.3473 -0.5511 0.9578
```



Entry 2:
The following is a DFT calculation (the ωB97M-V functional and the def2-TZVPD basis) of 2 unconnected molecules or ions with the total composition C2H3BrN2S.

Computed properties:
Energy relative to the best compared isomer or geometry (same formula, charge and spin) = 62.3 kcal per mole
Calculated total energy = -3159.6071 Ha
E_HOMO = -8.98 eV
Net charge = 0
HOMO-LUMO gap = 8.3 eV

Geometry as XYZ:
```
9
C2H3BrN2S the ωB97M-V functional and the def2-TZVPD basis
C -2.0214 0.1414 0.3559
C 3.4799 -1.6839 -1.4563
N -0.9561 -0.4636 0.0695
N 0.0669 -0.8565 -0.1762
S 3.7914 -2.0046 -3.0141
Br 4.6819 -1.6801 0.0477
H -2.3648 0.8416 -0.3850
H -2.7838 -0.3394 0.9731
H 2.5962 -1.5186 -1.0398
```



Entry 3:
The following is a DFT calculation (the ωB97M-V functional and the def2-TZVPD basis) of CCl6NP in the gas phase.

Computed properties:
Energy relative to the best compared isomer or geometry (same formula, charge and spin) = 109.4 kcal per mole
Calculated total energy = -3195.2318 Ha
E_HOMO (alpha / beta) = -9.60 / -9.63 eV
Net charge = 0
HOMO-LUMO gap (alpha / beta) = 7.1 / 7.2 eV

Geometry as XYZ:
```
9
CCl6NP the ωB97M-V functional and the def2-TZVPD basis
C 0.8290 0.8791 -0.2234
N -0.5621 -1.3807 0.5455
P 1.0530 -0.7700 0.5708
Cl 2.3906 1.5529 -0.7194
Cl -0.3933 0.7476 -1.4973
Cl 0.2141 1.8944 1.0978
Cl -1.8303 -0.8872 1.2919
Cl -3.1923 0.0264 -0.2503
Cl 1.4913 -2.0626 -0.8156
```



Entry 4:
The following is a DFT calculation (the ωB97M-V functional and the def2-TZVPD basis) of C5H8S2 in the gas phase.

Computed properties:
Energy relative to the best compared isomer or geometry (same formula, charge and spin) = 40.4 kcal per mole
Calculated total energy = -991.6218 Ha
SMILES = C=CC1(S)CSC1
E_HOMO = -8.81 eV
Net charge = 0
HOMO-LUMO gap = 9.6 eV

Geometry as XYZ:
```
15
C5H8S2 the ωB97M-V functional and the def2-TZVPD basis
C -0.2149 -0.0710 0.0716
C 0.6530 -0.4820 -1.1430
C 0.9086 0.0594 1.1227
C -1.2482 -1.0725 0.5271
C -2.3273 -1.4745 -0.1388
H -2.2741 1.2562 -0.2710
H 0.4709 -1.4960 -1.4427
H 0.6137 0.2058 -2.0116
H 0.8620 -0.7153 1.9117
H 0.9990 1.0155 1.6773
H -0.9816 -1.5798 1.5128
H -2.6470 -1.0933 -1.1400
H -3.0485 -2.2958 0.1635
S -1.0194 1.6680 -0.0803
S 2.2306 -0.2339 -0.1096
```



Entry 5:
The following is a DFT calculation (the ωB97M-V functional and the def2-TZVPD basis) of a molecular structure, C30H45BrCrN2P2.

Computed properties:
<S²> = 6.172
Calculated total energy = -5580.2175 Ha
E_HOMO (alpha / beta) = -13.17 / -13.78 eV
Net charge = +2
HOMO-LUMO gap (alpha / beta) = 5.7 / 6.1 eV
Spin multiplicity = 5

Geometry as XYZ:
```
81
C30H45BrCrN2P2 the ωB97M-V functional and the def2-TZVPD basis
N 5.6741 1.9621 2.9388
C 4.5515 2.6656 3.0991
C 3.3579 2.0925 3.5711
C 3.3255 0.6969 3.8271
C 4.5447 -0.0029 3.6668
C 5.6766 0.6547 3.1837
C 2.1216 0.0100 4.2855
Cr -1.3885 -1.0990 0.0629
P -3.0849 -0.9622 -2.1354
C 1.9016 -1.2928 3.9033
C 0.6508 -1.8913 3.5662
C 0.7157 -3.0429 2.7108
C -0.3519 -3.2558 1.8692
C -1.2624 -2.1849 1.8057
C -1.6193 -1.4713 2.9533
C -0.6017 -1.2585 3.8502
Br -3.1690 -2.6914 0.4488
H 1.3916 0.5564 4.9062
H 2.7415 -1.9796 3.7559
H 2.4584 2.6974 3.7020
H 4.6556 -1.0378 3.9772
H 4.5757 3.7420 2.8910
H 6.6157 0.1150 3.0481
H 1.5601 -3.7345 2.7442
H -0.7660 -0.6692 4.7433
H -0.4706 -4.1674 1.2942
H -2.6232 -1.0950 3.1068
P 0.8127 -0.9773 -1.2243
C -4.6389 -0.3220 -1.3334
C -5.9302 -1.0958 -1.4976
H -4.7629 0.7040 -1.7120
H -4.4009 -0.2371 -0.2631
H -6.6910 -0.6447 -0.8505
H -6.3149 -1.0515 -2.5216
H -5.8490 -2.1458 -1.2065
C -3.1731 -2.7043 -2.8237
C -4.4667 -3.1960 -3.4321
H -2.9172 -3.3419 -1.9635
H -2.3491 -2.7875 -3.5536
H -4.4658 -4.2915 -3.3960
H -5.3407 -2.8646 -2.8757
H -4.5963 -2.8886 -4.4741
C -2.9859 0.0322 -3.6602
C -4.2734 0.0868 -4.4652
H -2.1814 -0.4130 -4.2586
H -2.6618 1.0426 -3.3815
H -4.0650 0.5769 -5.4242
H -4.6598 -0.9171 -4.6652
H -5.0549 0.6496 -3.9437
C 1.2572 0.3065 -2.4967
C 0.4779 0.2257 -3.8019
H 2.3363 0.2273 -2.7050
H 1.1036 1.2843 -2.0143
H 0.9567 0.8593 -4.5589
H 0.4412 -0.7969 -4.1955
H -0.5468 0.5910 -3.6824
C 1.0103 -2.5595 -2.1701
C 1.4233 -3.7694 -1.3422
H 1.7341 -2.3887 -2.9841
H 0.0337 -2.7366 -2.6541
H 1.3844 -4.6684 -1.9688
H 2.4534 -3.6707 -0.9847
H 0.7706 -3.9303 -0.4764
C 2.1638 -0.8336 0.0279
C 2.9322 0.4850 0.1110
H 2.8560 -1.6734 -0.1233
H 1.6642 -1.0196 0.9917
H 3.8415 0.3375 0.7054
H 3.2385 0.8608 -0.8711
H 2.3448 1.2594 0.6204
C -1.6390 3.8466 0.4597
C -1.8618 3.0399 1.5702
C -1.7872 1.6517 1.4784
N -1.4824 1.0263 0.3037
C -1.2553 1.8114 -0.7875
C -1.3245 3.2002 -0.7298
H -1.6695 4.9327 0.5292
H -2.0872 3.4863 2.5353
H -1.9902 1.0261 2.3557
H -1.0285 1.3287 -1.7474
H -1.1171 3.7630 -1.6331
```



Entry 6:
The following is a DFT calculation (the ωB97M-V functional and the def2-TZVPD basis) of a molecular structure, C14H47BrInN16O9.

Computed properties:
Calculated total energy = -4879.3306 Ha
E_HOMO = -4.42 eV
Net charge = -1
HOMO-LUMO gap = 6.1 eV

Geometry as XYZ:
```
88
C14H47BrInN16O9 the ωB97M-V functional and the def2-TZVPD basis
C 2.2097 0.1655 1.4419
C 2.0567 0.7322 0.0217
C 1.8043 -0.3619 -1.0015
Br 1.5946 0.5261 -2.7684
In 0.0443 -1.7333 -0.6267
C -1.5373 -0.8913 0.7134
C -1.5009 0.5952 0.9099
C -1.9417 1.3408 -0.3480
O -2.4080 0.9540 2.0383
H 3.2052 0.3833 1.8181
H 1.4979 0.6317 2.1156
H 2.0797 -0.9131 1.4822
H 2.9859 1.2476 -0.2430
H 1.2941 1.5049 -0.0148
H 2.7224 -0.9361 -1.0710
H 0.6326 -3.2901 -0.0433
H -0.7238 -1.9842 -2.2457
H -1.5438 -1.4307 1.6557
H -2.4904 -1.1302 0.2360
H -0.5090 0.9014 1.2367
H -2.9324 1.7660 -0.2579
H -1.9397 0.6664 -1.2010
H -1.2301 2.1335 -0.5685
H -1.9093 1.5840 2.5875
C 2.1406 -4.6734 -3.5684
O 1.8265 -5.1106 -2.4805
N 2.7336 -3.4538 -3.7180
N 1.9149 -5.3649 -4.7380
H 2.9908 -3.0653 -4.6044
H 2.8879 -2.9118 -2.8861
H 1.4715 -6.2597 -4.6618
H 2.1609 -5.0128 -5.6425
C 5.6256 1.3638 -3.5736
O 5.5357 0.1551 -3.4289
N 6.7159 1.9513 -4.1552
N 4.6536 2.2354 -3.1650
H 6.8223 2.9386 -4.2728
H 7.4561 1.3497 -4.4594
H 3.8216 1.8650 -2.7269
H 4.7343 3.2264 -3.2844
C -4.6882 -1.2705 4.9139
O -4.8837 -2.3549 4.3820
N -5.2299 -0.9734 6.1481
N -3.9480 -0.2791 4.3725
H -5.0910 -0.0939 6.6069
H -5.7889 -1.6783 6.5874
H -3.5286 -0.4366 3.4705
H -3.8006 0.6051 4.8205
C -3.1539 0.9058 -4.1660
O -3.5288 1.8537 -3.4933
N -4.0264 0.1926 -4.9545
N -1.8676 0.4726 -4.1997
H -3.7485 -0.5949 -5.5073
H -4.9861 0.4788 -4.9524
H -1.1901 0.9516 -3.6326
H -1.5647 -0.3071 -4.7510
C 9.8657 4.2201 -3.5997
O 9.0891 3.4459 -4.1289
N 11.1996 3.9453 -3.4773
N 9.4668 5.4214 -3.0814
H 11.8537 4.5658 -3.0410
H 11.5225 3.0692 -3.8426
H 8.4935 5.6517 -3.1486
H 10.0922 6.0666 -2.6388
C -0.8273 -5.9912 1.5905
O -0.8456 -4.7871 1.5006
N -0.1983 -6.7727 0.6533
N -1.4265 -6.6731 2.6268
H -0.1636 -7.7723 0.6980
H 0.2513 -6.2925 -0.1095
H -1.8991 -6.1229 3.3196
H -1.4182 -7.6708 2.7112
C -6.1370 1.3171 1.8867
O -5.9689 1.5770 3.0707
N -5.1149 1.0772 1.0317
N -7.3970 1.2486 1.3378
H -5.2547 0.8684 0.0606
H -4.1642 1.1070 1.3985
H -8.1746 1.4139 1.9468
H -7.5632 1.0315 0.3744
C -3.3624 3.0525 6.3194
O -2.6873 2.2706 5.6758
N -4.5466 3.5362 5.8409
N -2.9933 3.4944 7.5631
H -5.1270 4.1760 6.3478
H -4.8458 3.2095 4.9343
H -2.1288 3.1480 7.9343
H -3.5394 4.1355 8.1051
```